No. 1
Molecular formula: C5H9ClO
Method: DFT, ωB97M-V/def2-TZVPD

## Properties
**HOMO level**: -9.787 eV
**SMILES string**: C=C[C@](C)(O)CCl
**E**: -731.2719 a.u.
**Kohn-Sham gap**: 0.3907 Ha
**ΔE to the lowest compared entry with this formula, charge and spin**: 52.7 kcal per mole
**E_LUMO**: 0.84 eV
**Maximum force**: 4.65 eV Å⁻¹

Structure (XYZ):
```
16
Properties=species:S:1:pos:R:3:forces:R:3:nbo_charge:R:1
C 0.283 0.045 -1.974 -0.10 -0.24 1.26 -0.38
C 0.328 0.747 -0.823 1.90 -2.76 0.05 -0.21
C 0.289 0.038 0.621 -3.71 0.81 -2.68 0.19
C -1.191 -0.321 0.777 -0.75 2.51 -0.17 -0.65
O 0.654 0.972 1.590 1.16 0.04 0.77 -0.72
C 1.097 -1.195 0.962 1.77 1.64 -1.03 -0.39
Cl 1.372 -2.432 -0.326 -0.17 0.27 0.67 -0.07
H 0.477 0.382 -2.994 -0.15 0.38 0.49 0.21
H 0.142 -1.036 -1.855 -0.34 0.57 -0.44 0.20
H 0.779 1.703 -0.755 -0.21 1.20 -0.12 0.20
H -1.514 -0.590 1.733 0.15 -0.76 1.96 0.21
H -1.574 -1.028 0.125 -0.11 -1.77 -1.53 0.22
H -1.877 0.523 0.565 0.63 0.19 -0.09 0.21
H 0.004 1.660 1.724 -0.43 0.02 -0.23 0.48
H 0.500 -1.653 1.759 1.26 -0.10 0.24 0.24
H 2.083 -0.621 1.090 -0.90 -2.01 0.86 0.25
```
Forces are in eV/Å.

No. 2
Molecular formula: C5H9ClOS
Method: DFT, ωB97M-V/def2-TZVPD

## Properties
**HOMO level**: -8.397 eV
**E**: -1129.2694 a.u.
**Kohn-Sham gap**: 0.3151 Ha
**ΔE to the lowest compared entry with this formula, charge and spin**: 148.8 kcal per mole
**E_LUMO**: 0.18 eV
**Maximum force**: 9.62 eV Å⁻¹

Structure (XYZ):
```
17
Properties=species:S:1:pos:R:3:forces:R:3:nbo_charge:R:1
C -2.748 -0.264 0.714 -2.18 0.44 2.84 -0.81
C 0.131 -0.506 0.013 -0.87 -0.42 1.20 -0.33
C 0.689 -1.926 0.258 -0.53 0.36 -1.85 -0.13
C 0.788 0.659 0.023 1.01 0.70 1.43 0.08
C 2.227 0.802 0.544 0.73 1.70 -2.46 -0.68
H -3.272 0.931 0.857 1.86 -3.55 -1.00 0.23
H -2.316 -0.510 1.882 -1.54 0.35 -3.39 0.23
H -3.630 -1.071 0.304 2.22 2.49 1.79 0.25
H -0.024 -2.634 -0.738 2.36 1.76 3.50 0.21
H 0.477 -2.482 1.478 1.00 1.84 -3.95 0.24
H 2.130 -2.872 -0.614 0.97 5.77 1.27 0.48
H 2.388 1.458 1.366 -0.74 0.16 1.32 0.23
H 2.950 1.367 -0.150 -1.43 -0.78 0.02 0.23
H 2.710 -0.139 0.631 0.12 -0.50 0.70 0.27
O 2.103 -1.637 -0.274 -1.90 -9.42 -0.44 -0.74
S -1.504 -0.722 -0.502 -1.62 0.53 -0.94 0.27
Cl -0.042 2.235 -0.242 0.55 -1.40 0.00 -0.02
```
Forces are in eV/Å.